1.
DFT (ωB97M-V with the def2-TZVPD basis set) results for a single C3H3BrO2 molecule at a distorted geometry.

The geometry in ORCA input format:
```
! RIJCOSX wB97M-V def2-TZVPD def2/J DEFGRID3
* xyz 0 3
C 0.1087 -0.6428 0.3396
C 0.6796 0.6541 0.2627
C -1.9257 0.2392 -0.2726
O -1.2421 -0.7253 0.1021
O -0.1000 1.5817 -0.0151
Br -3.9115 -0.0509 0.0147
H 0.4674 -1.6278 0.3992
H 1.6286 0.7377 0.6576
H -1.9501 1.2236 -0.7255
*
```

Computed properties:
- expectation value of S² = 2.0216
- gap between HOMO and LUMO (spin up / spin down) (eV) = 7.540 / 7.644
- energy (hartree) = -2840.4016
- energy relative to the best compared isomer or geometry (same formula, charge and spin) (eV) = 1.797
- LUMO level (spin up / spin down) (eV) = 0.69 / -2.29

***

2.
DFT (ωB97M-V with the def2-TZVPD basis set) results for 2 unconnected molecules or ions with the total composition N2O3S at a distorted geometry.

The geometry in ORCA input format:
```
! RIJCOSX wB97M-V def2-TZVPD def2/J DEFGRID3
* xyz 0 1
N 0.7780 0.0668 -0.5938
N -0.7669 0.9675 0.2962
O -0.1420 0.5661 1.5359
O 0.6805 -0.1072 -1.7065
O -0.1428 -1.4494 0.1717
S -1.0793 -0.5239 0.8210
*
```

Computed properties:
- gap between HOMO and LUMO (spin up / spin down) (eV) = 8.975 / 8.976
- energy (hartree) = -733.1770
- energy relative to the best compared isomer or geometry (same formula, charge and spin) (eV) = 6.557
- LUMO level (spin up / spin down) (eV) = -0.37 / -0.37

***

3.
DFT (ωB97M-V with the def2-TZVPD basis set) results for a single C4H4N2 molecule at a distorted geometry.

The geometry in ORCA input format:
```
! RIJCOSX wB97M-V def2-TZVPD def2/J DEFGRID3
* xyz 0 1
N 0.2023 1.4740 0.1551
C 0.4225 0.1734 -0.4799
C 0.0861 -0.9148 0.4554
C -0.2676 -1.6033 1.3757
C -0.3628 0.0339 -1.7280
N -0.9658 -0.1259 -2.7012
H -0.7647 1.5160 0.4708
H 0.7632 1.4845 1.0061
H 1.4777 0.1241 -0.7768
H -0.5908 -2.1618 2.2228
*
```

Computed properties:
- gap between HOMO and LUMO (eV) = 11.041
- energy (hartree) = -264.2391
- energy relative to the best compared isomer or geometry (same formula, charge and spin) (eV) = 2.376
- LUMO level (eV) = 0.68

***

4.
DFT (ωB97M-V with the def2-TZVPD basis set) results for a gas-phase ion, C3H4O6S2 (charge -2) at a distorted geometry.

The geometry in ORCA input format:
```
! RIJCOSX wB97M-V def2-TZVPD def2/J DEFGRID3
* xyz -2 1
C -0.4968 1.6068 -1.2040
C 2.1836 -1.0558 0.2915
C 1.4430 -1.1332 1.3739
O -2.3518 2.1811 0.4810
O -0.2339 -1.3680 -1.0262
O -1.9772 -0.2535 0.7886
O 1.7530 -1.0120 -2.3689
O 0.7363 0.9812 -1.2189
O -0.3265 1.5627 1.4996
S -1.1907 1.2601 0.4165
S 1.0660 -0.6680 -1.1115
H -1.4157 1.2432 -1.7677
H 2.0734 -1.5386 2.3304
H 0.3910 -0.9496 1.4043
H -1.6539 -0.8564 0.1114
*
```

Computed properties:
- gap between HOMO and LUMO (eV) = 6.628
- energy (hartree) = -1364.3475
- energy relative to the best compared isomer or geometry (same formula, charge and spin) (eV) = 5.099
- LUMO level (eV) = 6.25

***

5.
DFT (ωB97M-V with the def2-TZVPD basis set) results for 2 unconnected molecules or ions with the total composition BH5N2 at a distorted geometry.

The geometry in ORCA input format:
```
! RIJCOSX wB97M-V def2-TZVPD def2/J DEFGRID3
* xyz 0 3
B -1.1067 -0.3814 0.6984
N -1.1323 0.0704 -0.5096
N 1.8296 -0.1332 0.1933
H -1.3787 -1.0954 1.6865
H -1.2277 0.9049 -1.0690
H 1.6181 0.6979 -0.0730
H 0.8979 -0.3216 -0.1913
H 2.0015 -0.4463 1.1343
*
```

Computed properties:
- expectation value of S² = 2.0059
- gap between HOMO and LUMO (spin up / spin down) (eV) = 5.840 / 6.719
- energy (hartree) = -137.1010
- energy relative to the best compared isomer or geometry (same formula, charge and spin) (eV) = 2.408
- LUMO level (spin up / spin down) (eV) = 0.66 / -3.47

***

6.
DFT (ωB97M-V with the def2-TZVPD basis set) results for a molecular structure, C23H20IrN6O3S at a distorted geometry.

The geometry in ORCA input format:
```
! RIJCOSX wB97M-V def2-TZVPD def2/J DEFGRID3
* xyz 1 1
Ir -0.6401 -0.4100 -0.5422
C -0.5008 -0.1665 2.8415
O 0.4259 -0.2105 1.7614
C 1.5108 -1.0146 1.8849
C 1.7547 -1.8466 2.9696
C 2.8900 -2.6320 3.0240
C 3.8165 -2.6176 1.9810
C 3.5881 -1.8367 0.8797
C 2.4256 -1.0329 0.7786
N 2.2333 -0.4460 -0.3996
N 1.2599 0.2724 -0.8390
C 1.3889 1.0144 -1.9831
C 0.1447 1.4685 -2.5306
O -0.9581 0.9755 -2.0898
C 0.1553 2.3789 -3.6158
C 1.3265 2.6938 -4.2332
C 2.5691 2.1835 -3.7812
C 3.7619 2.4597 -4.4665
C 4.9650 1.9568 -4.0311
C 5.0189 1.1781 -2.8702
C 3.8703 0.8966 -2.1754
C 2.6166 1.3602 -2.6149
H -1.0803 -1.0917 2.8736
H -1.1502 0.6793 2.6348
H 0.0096 -0.0109 3.7925
H 1.0477 -1.8961 3.7814
H 3.0419 -3.2673 3.8806
H 4.7032 -3.2262 2.0456
H 4.2747 -1.8349 0.0488
H -0.7911 2.7524 -3.9707
H 1.3119 3.3245 -5.1072
H 3.7215 3.0806 -5.3487
H 5.8693 2.1589 -4.5831
H 5.9645 0.8000 -2.5149
H 3.9173 0.2891 -1.2830
C -4.5623 2.1973 1.1804
N -4.3627 0.9219 0.5330
C -5.3733 0.1616 0.0706
C -5.1366 -0.9774 -0.6271
C -3.7840 -1.3503 -0.8775
N -2.8031 -0.6171 -0.3504
C -3.0570 0.5320 0.3225
O -2.1185 1.2158 0.7229
N -3.4886 -2.4041 -1.6303
H -5.6194 2.4366 1.2092
H -4.0211 2.9625 0.6249
H -4.1563 2.1771 2.1915
H -6.3790 0.5062 0.2621
H -5.9458 -1.5767 -1.0030
H -4.2185 -2.9533 -2.0532
H -2.5204 -2.6307 -1.8317
S -0.1402 -2.6782 -1.3929
C -0.5294 -2.8466 0.2140
N -0.7714 -3.0653 1.3252
*
```

Computed properties:
- gap between HOMO and LUMO (spin up / spin down) (eV) = 5.289 / 5.296
- energy (hartree) = -1944.9847
- energy relative to the best compared isomer or geometry (same formula, charge and spin) (eV) = 2.259
- LUMO level (spin up / spin down) (eV) = -4.58 / -4.58

***

7.
DFT (ωB97M-V with the def2-TZVPD basis set) results for a single C6H5ClFNO2S molecule at a distorted geometry.

The geometry in ORCA input format:
```
! RIJCOSX wB97M-V def2-TZVPD def2/J DEFGRID3
* xyz 0 1
C 1.0405 -1.5023 -0.6940
C 1.6756 -0.3654 -0.3944
C -0.3194 -1.6738 -0.3142
C -1.0296 -0.7394 0.3810
C 1.0551 0.6544 0.4545
C -0.3883 0.6554 0.4404
N -0.9170 1.4313 -1.0272
O -0.1588 2.1725 -1.5646
O -2.0248 1.1493 -1.2768
F -0.9009 -2.8666 -0.5711
S -0.9702 1.7774 1.7142
Cl -2.6004 -1.1351 0.9231
H 1.4127 -2.3163 -1.3866
H 2.7837 -0.1131 -0.6657
H 1.3292 0.4921 1.4784
H 1.4443 1.5776 0.1130
H -1.4318 0.8019 2.3900
*
```

Computed properties:
- gap between HOMO and LUMO (eV) = 8.770
- energy (hartree) = -1394.9548
- energy relative to the best compared isomer or geometry (same formula, charge and spin) (eV) = 2.761
- LUMO level (eV) = -0.18

***

8.
DFT (ωB97M-V with the def2-TZVPD basis set) results for 2 unconnected molecules or ions with the total composition C5H14 at a distorted geometry.

The geometry in ORCA input format:
```
! RIJCOSX wB97M-V def2-TZVPD def2/J DEFGRID3
* xyz -1 2
C 1.8030 -0.0712 -1.4828
C 1.5024 -0.8530 -2.8040
H 1.9833 -0.8011 -0.6971
H 2.5546 0.6243 -1.6728
H 0.9113 0.4971 -1.2281
H 2.1032 -0.4068 -3.5970
H 0.4737 -0.6794 -3.1298
H 1.6507 -1.9094 -2.6737
C -0.8259 -0.0757 1.1928
C -2.3468 -0.1516 1.3784
C -0.1966 1.1280 1.8623
H -0.3130 -0.9407 1.5879
H -0.5378 -0.1193 0.1516
H -2.7967 0.6099 2.0139
H -0.3944 2.1111 1.4194
H -0.4603 1.2628 2.9172
H -2.5707 -1.1316 1.8137
H -2.8654 -0.0835 0.4211
H 0.9025 1.0823 1.9064
*
```

Computed properties:
- expectation value of S² = 0.7503
- gap between HOMO and LUMO (spin up / spin down) (eV) = 2.716 / 11.843
- energy (hartree) = -198.8149
- energy relative to the best compared isomer or geometry (same formula, charge and spin) (eV) = 0.480
- LUMO level (spin up / spin down) (eV) = 4.23 / 4.29

***

- Look up the energy relative to the best compared isomer or geometry (same formula, charge and spin) of the eighth one.
  0.480 eV

***

What did the eighth record say?
DFT (ωB97M-V with the def2-TZVPD basis set) results for 2 unconnected molecules or ions with the total composition C5H14 at a distorted geometry.

The geometry in ORCA input format:
```
! RIJCOSX wB97M-V def2-TZVPD def2/J DEFGRID3
* xyz -1 2
C 1.8030 -0.0712 -1.4828
C 1.5024 -0.8530 -2.8040
H 1.9833 -0.8011 -0.6971
H 2.5546 0.6243 -1.6728
H 0.9113 0.4971 -1.2281
H 2.1032 -0.4068 -3.5970
H 0.4737 -0.6794 -3.1298
H 1.6507 -1.9094 -2.6737
C -0.8259 -0.0757 1.1928
C -2.3468 -0.1516 1.3784
C -0.1966 1.1280 1.8623
H -0.3130 -0.9407 1.5879
H -0.5378 -0.1193 0.1516
H -2.7967 0.6099 2.0139
H -0.3944 2.1111 1.4194
H -0.4603 1.2628 2.9172
H -2.5707 -1.1316 1.8137
H -2.8654 -0.0835 0.4211
H 0.9025 1.0823 1.9064
*
```

Computed properties:
- expectation value of S² = 0.7503
- gap between HOMO and LUMO (spin up / spin down) (eV) = 2.716 / 11.843
- energy (hartree) = -198.8149
- energy relative to the best compared isomer or geometry (same formula, charge and spin) (eV) = 0.480
- LUMO level (spin up / spin down) (eV) = 4.23 / 4.29

***

- Which value of energy does entry 2 give?
  -733.1770 hartree